Entry 1:
Molecular formula: C25H36ClN7O9STc
Method: DFT, wB97M-V/def2-TZVPD

Summary:
HOMO-LUMO gap (spin up / spin down) in Ha: 0.34631 / 0.27820
HOMO energy (spin up / spin down) in eV: -9.0 / -9.2
Molecular weight in g mol⁻¹: 744.12
2S+1: 4

```
80
C25H36ClN7O9STc wB97M-V/def2-TZVPD
Tc 0.145 0.182 0.659
N -0.949 0.431 -2.606
C 0.486 0.378 -2.843
C 1.213 -0.778 -2.140
O 1.984 -1.473 -2.784
N 1.051 -0.953 -0.784
C 1.877 -2.041 -0.265
C 1.541 -2.301 1.203
O 2.109 -3.158 1.841
O 0.625 -1.495 1.673
H -1.473 0.262 -3.450
H -1.228 1.315 -2.208
H 0.972 1.298 -2.504
H 0.708 0.250 -3.901
H 2.941 -1.794 -0.331
H 1.737 -2.951 -0.848
O 0.302 3.546 1.735
S -0.693 2.590 1.358
O -2.060 3.031 1.329
O -0.565 1.311 2.188
O -0.342 1.977 -0.034
C -5.801 -2.594 -3.958
C -4.803 -2.326 -2.820
C -3.580 -3.222 -3.077
C -4.385 -0.852 -2.916
C -5.433 -2.671 -1.424
O -6.027 -3.965 -1.463
C -6.443 -1.631 -0.903
C -7.805 -1.516 -1.630
C -8.031 -0.159 -2.259
C -8.427 -0.026 -3.584
C -8.629 1.223 -4.153
C -8.437 2.357 -3.384
Cl -8.678 3.923 -4.088
C -8.058 2.253 -2.055
C -7.860 0.999 -1.502
C -4.349 -2.915 -0.330
N -3.502 -1.805 0.061
C -2.191 -1.689 -0.104
N -1.781 -0.557 0.444
C -2.919 -0.004 0.971
N -3.972 -0.744 0.756
H -5.296 -2.448 -4.914
H -6.639 -1.900 -3.929
H -6.167 -3.621 -3.931
H -3.306 -3.173 -4.131
H -3.809 -4.262 -2.840
H -2.709 -2.902 -2.502
H -3.808 -0.714 -3.834
H -3.763 -0.537 -2.078
H -5.254 -0.194 -2.970
H -6.933 -3.883 -1.775
H -5.957 -0.662 -0.893
H -6.632 -1.886 0.140
H -8.600 -1.682 -0.900
H -7.930 -2.285 -2.394
H -8.591 -0.909 -4.192
H -8.934 1.315 -5.186
H -7.920 3.144 -1.458
H -7.567 0.924 -0.462
H -3.693 -3.715 -0.662
H -4.879 -3.269 0.553
H -1.559 -2.386 -0.629
H -2.952 0.943 1.480
N 1.978 0.824 1.144
C 2.943 0.815 1.780
N 4.033 0.821 2.478
C 5.353 0.777 1.839
C 6.291 1.657 2.654
O 6.318 1.242 4.005
C 5.045 1.353 4.615
C 4.016 0.482 3.907
H 5.280 1.135 0.813
H 5.718 -0.254 1.835
H 5.966 2.702 2.583
H 7.307 1.570 2.274
H 4.712 2.398 4.608
H 5.161 1.021 5.645
H 3.021 0.655 4.311
H 4.269 -0.575 4.025
```

---

Entry 2:
Molecular formula: C25H36DyNO2
Method: DFT, wB97M-V/def2-TZVPD

Summary:
HOMO-LUMO gap (spin up / spin down) in Ha: 0.22590 / 0.23498
HOMO energy (spin up / spin down) in eV: -6.2 / -6.2
Molecular weight in g mol⁻¹: 545.07
2S+1: 6

```
65
C25H36DyNO2 wB97M-V/def2-TZVPD
O 0.335 -0.233 -3.834
C 0.315 0.982 -4.673
C 0.179 0.236 -5.985
H 1.246 1.544 -4.539
H -0.566 1.591 -4.451
C 0.221 -1.012 -5.065
H 1.034 0.294 -6.668
H -0.778 0.414 -6.483
C 1.492 -1.793 -5.312
H 2.358 -1.151 -5.114
H 1.527 -2.132 -6.357
H 1.527 -2.651 -4.633
C -1.041 -1.856 -5.126
H -1.929 -1.287 -4.820
H -0.938 -2.712 -4.448
H -1.192 -2.225 -6.152
Dy -0.084 -0.522 1.561
C -2.231 -0.790 2.941
C -2.049 0.637 2.869
C -2.400 1.058 1.554
H -1.819 1.301 3.706
C -2.879 -0.083 0.843
C -2.702 -1.233 1.667
H -2.980 -2.257 1.406
H -2.164 -1.395 3.847
H -2.396 2.088 1.194
H -3.437 -0.048 -0.093
C 1.054 -2.248 3.004
C 0.060 -2.959 2.261
C 0.436 -2.935 0.877
H -0.791 -3.488 2.699
C 1.664 -2.203 0.769
C 2.037 -1.766 2.081
H 2.941 -1.216 2.353
H 1.112 -2.148 4.090
H -0.059 -3.483 0.069
H 2.274 -2.068 -0.129
O 0.224 0.743 -0.386
C -0.579 0.081 -1.390
C -1.552 1.116 -1.894
H -1.054 -0.834 -1.007
H 0.138 -0.208 -2.154
C -0.766 2.427 -1.786
H -2.406 1.080 -1.216
H -1.918 0.920 -2.897
C 0.239 2.190 -0.672
H -1.437 3.241 -1.488
H -0.305 2.652 -2.760
H -0.044 2.735 0.239
H 1.263 2.453 -0.932
C 2.315 2.005 1.929
C 1.774 1.695 3.266
C 2.164 2.309 4.478
C 1.430 1.683 5.496
C 0.607 0.713 4.879
C -0.339 -0.151 5.598
N 0.814 0.725 3.505
H 2.727 1.106 1.431
H 3.130 2.739 2.043
H 1.554 2.473 1.278
H 2.909 3.097 4.548
H 1.468 1.872 6.560
H -0.036 -0.216 6.654
H -1.356 0.266 5.592
H -0.342 -1.165 5.180
```

---

Entry 3:
Molecular formula: C25H36HfN2P2S
Method: DFT, wB97M-V/def2-TZVPD

Summary:
Charge: +2
Relative energy (zero: lowest compared OMol25 entry of this formula, charge and spin) in kJ/mol: 0.00
HOMO-LUMO gap in Ha: 0.27618
HOMO energy in eV: -14.2
Molecular weight in g mol⁻¹: 637.08

```
67
C25H36HfN2P2S wB97M-V/def2-TZVPD
Hf -1.271 -0.832 -0.550
C 3.588 0.555 -1.194
C 2.571 -0.335 -0.477
C 3.224 -1.540 0.200
P 1.187 -0.881 -1.555
C 1.612 -2.298 -2.634
C 0.369 -2.700 -3.434
C 2.851 -2.204 -3.528
C 0.575 0.550 -2.488
C 0.853 0.801 -3.839
C 0.298 1.892 -4.474
C -0.574 2.737 -3.790
C -0.895 2.494 -2.469
C -0.307 1.415 -1.806
N -0.686 1.068 -0.470
C -0.522 1.953 0.631
C 0.058 3.207 0.493
C 0.174 4.031 1.606
C -0.274 3.622 2.852
C -0.827 2.360 2.998
C -0.957 1.514 1.898
P -1.574 -0.167 1.992
C -3.096 -0.388 2.983
C -2.918 -0.398 4.501
C -4.108 0.670 2.533
C -0.157 -1.247 2.453
C -0.541 -2.702 2.192
C 0.491 -1.026 3.820
H 4.321 0.915 -0.472
H 4.133 0.010 -1.964
H 3.118 1.422 -1.656
H 2.072 0.280 0.284
H 3.792 -2.135 -0.516
H 3.921 -1.191 0.961
H 2.500 -2.201 0.684
H 1.804 -3.072 -1.880
H 0.044 -1.905 -4.107
H 0.594 -3.576 -4.042
H -0.478 -2.971 -2.793
H 2.669 -1.593 -4.410
H 3.728 -1.818 -3.014
H 3.094 -3.204 -3.887
H 1.521 0.152 -4.383
H 0.537 2.091 -5.509
H -1.017 3.580 -4.303
H -1.599 3.125 -1.943
H 0.423 3.548 -0.465
H 0.621 5.009 1.489
H -0.184 4.277 3.707
H -1.153 2.037 3.978
H -3.461 -1.373 2.670
H -2.481 0.529 4.871
H -3.897 -0.502 4.969
H -2.305 -1.231 4.843
H -3.806 1.665 2.860
H -4.241 0.691 1.449
H -5.074 0.446 2.983
H 0.606 -0.955 1.703
H -1.322 -3.049 2.869
H -0.932 -2.879 1.167
H 0.322 -3.357 2.303
H -0.169 -1.334 4.628
H 1.404 -1.616 3.896
H 0.752 0.022 3.965
S -3.277 -0.201 -4.458
C -2.982 -0.698 -3.023
N -2.741 -1.090 -1.897
```